Entry 1:
Formula: C5H9N3O2
Source: OMol25
Level of theory: wB97M-V/def2-TZVPD

XYZ file:
```
19
Properties=species:S:1:pos:R:3:mulliken_charge:R:1
N -2.6478 0.2810 -1.5007 -0.52
C -1.6236 -0.1923 -1.2163 0.31
C -0.3746 -0.9529 -1.0921 -0.32
C 0.7906 -0.2897 -1.8417 -0.49
N 1.9869 -1.0956 -1.7281 -0.44
C 3.0696 -0.5182 -1.3981 -0.08
N 4.2648 -1.2090 -1.3498 -0.11
C 5.4452 -0.6528 -0.9436 0.12
O 5.5699 0.4850 -0.5370 -0.52
H -0.5462 -1.9663 -1.4834 0.28
H -0.1373 -1.0462 -0.0223 0.25
H 0.9424 0.7342 -1.4620 0.38
H 0.5270 -0.2153 -2.9071 0.26
H 3.1454 0.5397 -1.1121 0.30
H 4.2493 -2.1898 -1.6366 0.25
H 6.2962 -1.3537 -1.0352 0.33
O -2.7551 1.9380 1.0847 -0.67
H -2.2914 1.1687 1.4765 0.30
H -3.2401 1.6234 0.2725 0.36
```

Calculated values
- Charge: 0
- SMILES: N#CCC/N=C/NC=O.O
- Kohn-Sham gap: 10.83 eV
- ΔE to the lowest compared entry with this formula, charge and spin: 17.61 kcal per mole
- HOMO level: -10.25 eV

***

Entry 2:
Formula: C5H11NO
Source: OMol25
Level of theory: wB97M-V/def2-TZVPD

XYZ file:
```
18
Properties=species:S:1:pos:R:3:mulliken_charge:R:1
C -1.3064 0.3977 -1.8889 -0.67
C -1.4598 -0.6839 1.0405 -0.76
N -0.1825 -0.3148 0.7884 0.12
C 0.5672 0.1544 1.9591 -1.12
C 0.3992 -0.2514 -0.4027 0.82
O -0.3685 -0.5978 -1.4787 -0.43
C 1.8308 0.0846 -0.6929 -1.34
H -2.1927 0.4091 -1.2449 0.29
H -1.5981 0.1464 -2.9104 0.23
H -0.8476 1.3939 -1.8822 0.28
H -1.9791 -1.2182 0.2597 0.29
H -1.7282 -0.8025 2.0817 0.23
H 0.4739 -0.5912 2.7502 0.36
H 1.6169 0.3049 1.7247 0.32
H 0.1362 1.0953 2.3052 0.35
H 2.0633 -0.3484 -1.6703 0.35
H 2.5432 -0.3429 0.0213 0.41
H 2.0321 1.1651 -0.7599 0.25
```

Calculated values
- Charge: 0
- Kohn-Sham gap: 7.09 eV
- ΔE to the lowest compared entry with this formula, charge and spin: 85.28 kcal per mole
- HOMO level: -6.16 eV

***

Entry 3:
Formula: C27H42Cl3N4O3PbSi
Source: OMol25
Level of theory: wB97M-V/def2-TZVPD

XYZ file:
```
81
Properties=species:S:1:pos:R:3:mulliken_charge:R:1
C -2.1244 -2.9192 -3.2724 -1.22
C -0.7657 -3.4482 -3.0746 0.59
H -2.2124 -2.4510 -4.2541 0.44
H -2.4428 -2.1535 -2.5217 -0.38
H -2.8435 -3.7340 -3.1966 0.32
C -0.2561 -4.2333 -4.0633 -0.13
C -0.9567 -4.5516 -5.3449 -1.49
H 0.6958 -4.7663 -3.9929 0.36
H -1.2528 -3.6699 -5.9233 0.32
H -1.8564 -5.1655 -5.1971 0.29
H -0.3014 -5.1426 -5.9981 0.38
Pb -2.0595 -1.3388 0.4211 0.64
Cl -3.2557 -0.3911 2.4245 -0.62
Cl -3.8318 -1.3991 -1.5364 -0.60
C 0.6091 0.6974 3.7749 0.13
O 0.7029 1.7111 3.0812 -0.58
N 1.6732 -0.0726 4.1502 0.21
C 3.0113 0.3174 3.7506 -0.83
C 1.5025 -1.3980 4.7194 -0.78
H -0.3606 0.2934 4.1280 0.28
H 3.0602 1.4058 3.6342 0.25
H 3.3055 -0.1612 2.8003 0.17
H 3.7207 -0.0183 4.5200 0.39
H 0.5059 -1.4611 5.1615 0.31
H 2.2725 -1.5719 5.4798 0.29
H 1.6053 -2.1814 3.9553 0.25
H -3.4366 3.4117 -2.8695 0.31
H -1.3642 1.5028 -3.0830 0.40
C -2.6216 4.0359 -3.2866 -0.91
C -0.8195 2.3676 -3.4812 -1.00
N -1.3129 3.5661 -2.8359 0.16
H -2.7700 5.0784 -2.9556 0.35
C -0.8219 3.9959 -1.6328 0.17
O 0.2655 3.6658 -1.1430 -0.61
H 0.2443 2.2633 -3.2736 0.24
H -1.5274 4.6918 -1.1098 0.21
H -2.6577 3.9782 -4.3869 0.29
H -1.0194 2.4678 -4.5479 0.37
O -0.0019 -1.9761 -1.2186 -0.15
C -0.1567 -3.3374 -1.6842 0.58
C 2.1420 -4.0336 -2.4443 -0.41
C 1.1031 -4.1733 -1.5255 0.09
H 2.0156 -3.3495 -3.3001 1.16
C 3.2948 -4.8129 -2.3150 -1.31
H -0.9431 -3.7206 -1.0134 0.25
C 1.1391 -5.2069 -0.5746 -0.27
H 4.1113 -4.6583 -3.0141 0.40
C 3.3918 -5.7428 -1.2823 -0.56
C 2.2847 -5.9844 -0.4770 -0.68
H 0.2382 -5.3918 0.0189 0.38
H 4.2869 -6.3362 -1.1650 0.41
H 2.3014 -6.7845 0.2561 0.38
Si 1.4773 -1.1535 -0.6307 0.40
Cl -1.5462 1.0617 -0.5645 -0.44
C 2.7010 -1.1309 -2.0530 -1.31
C 2.1746 -2.1979 0.7715 -0.60
C 1.2998 0.5387 0.1542 -0.49
H 3.2831 -2.0594 -2.1624 0.47
H 3.4488 -0.3423 -1.9399 0.51
H 2.2047 -0.9769 -3.0180 0.31
H 0.8099 1.3009 -0.4527 -0.02
H 2.3546 0.8425 0.2570 0.35
H 0.8662 0.6973 1.1378 0.10
H 2.6350 -3.1438 0.4620 0.24
H 1.3992 -2.4534 1.5039 0.01
H 2.9583 -1.6311 1.2944 0.24
N -0.6437 5.8672 2.3749 -0.04
C -0.6679 4.5993 1.8539 -0.42
N -1.6140 3.8819 2.4310 -0.38
C -2.1624 4.6186 3.4580 0.40
C -3.1494 4.3215 4.4056 -0.64
C -3.5945 5.3494 5.2432 -0.41
C -3.0585 6.6499 5.1441 -0.33
C -2.0501 6.9585 4.2047 -0.79
C -1.5768 5.9263 3.4109 0.43
H -0.0782 6.6303 2.0207 0.20
H 0.0339 4.2892 1.0910 0.50
H -3.5361 3.2950 4.4462 0.47
H -4.3794 5.1527 5.9781 0.35
H -3.4418 7.4298 5.8147 0.33
H -1.6583 7.9653 4.0830 0.33
```

Calculated values
- Charge: -1
- Kohn-Sham gap: 7.75 eV
- HOMO level: -5.29 eV

***

Entry 4:
Formula: C23H38AsF4N2Si2Ta
Source: OMol25
Level of theory: wB97M-V/def2-TZVPD

XYZ file:
```
71
Properties=species:S:1:pos:R:3:mulliken_charge:R:1
Ta -0.0370 0.4811 -0.7547 -0.05
C 1.2481 4.5737 0.7591 -1.42
C 0.7719 3.4024 -0.0873 -0.29
N 1.0712 2.0215 0.4492 0.03
C 2.5268 1.8613 0.7823 -0.16
C 3.5285 2.2925 -0.2707 -1.26
C 0.3509 1.8505 1.7609 -0.95
C -1.1628 1.6378 1.6253 -0.85
N -1.5620 1.2781 0.2412 1.69
C -2.8278 1.7776 -0.1483 -0.13
C -2.9782 2.4684 -1.3430 0.12
F -1.8750 2.6872 -2.0880 -0.34
C -4.2006 2.9483 -1.7715 0.00
F -4.2621 3.5850 -2.9341 -0.27
C -5.3283 2.7715 -0.9978 -0.38
C -5.1982 2.1155 0.2102 0.20
F -6.2551 1.9415 0.9890 -0.27
C -3.9738 1.6263 0.6307 -0.11
F -3.8819 1.0197 1.8196 -0.37
H 0.8978 5.4812 0.2666 0.46
H 2.3319 4.6432 0.8361 0.30
H 0.8248 4.5854 1.7617 0.35
H 1.2165 3.4688 -1.0772 0.41
H -0.3099 3.4640 -0.2124 0.08
H 2.6792 0.8112 1.0338 -0.01
H 2.7034 2.4388 1.6929 0.54
H 3.4760 1.7345 -1.1960 0.19
H 4.5205 2.1119 0.1461 0.46
H 3.4721 3.3552 -0.5010 0.29
H 0.5410 2.7300 2.3730 0.63
H 0.7983 0.9949 2.2573 0.62
H -1.6954 2.5452 1.9088 0.64
H -1.4541 0.8442 2.3155 0.17
H -6.2884 3.1491 -1.3225 0.54
C 0.0955 0.9119 -3.1450 -0.88
C -0.1932 -0.4553 -2.8825 -0.55
C 0.9914 -1.0816 -2.3820 -0.34
C 1.9408 -0.0634 -2.1964 -0.49
C 1.3897 1.1631 -2.6619 -0.61
H -0.5756 1.6230 -3.5997 0.59
H -1.0942 -0.9701 -3.1891 0.67
H 1.0946 -2.1316 -2.1676 0.48
H 2.9347 -0.2009 -1.8057 0.57
H 1.8966 2.1115 -2.7171 0.74
C 2.2945 -4.2708 -0.3540 -1.11
Si 2.3493 -2.8479 0.8465 0.31
C 2.2379 -3.4221 2.6110 -1.09
C 3.8748 -1.8000 0.5980 -1.03
As 0.4223 -1.4097 0.7360 0.30
Si -1.5377 -2.8898 0.4097 0.12
C -1.4750 -4.0005 1.8935 -1.05
C -1.2156 -3.8050 -1.1770 -0.83
C -3.0971 -1.9045 0.2947 -0.83
H 3.2087 -4.8502 -0.1935 0.47
H 2.2807 -3.9845 -1.4067 0.43
H 1.4532 -4.9383 -0.1619 0.30
H 3.0625 -4.1168 2.7948 0.38
H 1.3060 -3.9467 2.8184 0.32
H 2.3290 -2.5996 3.3215 0.32
H 4.7415 -2.4582 0.7059 0.49
H 3.9686 -1.0181 1.3537 0.33
H 3.9469 -1.3473 -0.3903 0.27
H -0.5794 -4.6228 1.8863 0.26
H -2.3384 -4.6716 1.8770 0.43
H -1.5064 -3.4348 2.8252 0.36
H -0.2652 -4.3397 -1.1777 0.21
H -1.2636 -3.1686 -2.0619 0.19
H -2.0103 -4.5511 -1.2826 0.45
H -3.2669 -1.3060 1.1869 0.20
H -3.9135 -2.6315 0.2284 0.55
H -3.1552 -1.2680 -0.5895 0.20
```

Calculated values
- Charge: +2
- Kohn-Sham gap: 6.31 eV
- ΔE to the lowest compared entry with this formula, charge and spin: 21.89 kcal per mole
- HOMO level: -14.14 eV

***

Entry 5:
Formula: C3H2N2O
Source: OMol25
Level of theory: wB97M-V/def2-TZVPD

XYZ file:
```
8
Properties=species:S:1:pos:R:3:mulliken_charge:R:1
N -2.1084 -1.3271 -1.1787 -0.35
C -1.0877 -0.8643 -0.8873 0.18
C 0.1069 -0.2121 -0.4370 0.11
O 1.0551 0.1259 -1.3774 -0.49
C 0.1335 0.2277 0.8082 0.40
N 0.2060 0.5747 1.9791 -0.48
H 1.9341 -0.0081 -1.0123 0.33
H -0.2396 1.4833 2.1055 0.30
```

Calculated values
- Charge: 0
- SMILES: N#CC(O)=C=N
- Kohn-Sham gap: 9.44 eV
- ΔE to the lowest compared entry with this formula, charge and spin: 25.67 kcal per mole
- HOMO level: -9.43 eV

***

Entry 6:
Formula: C5H12N3
Source: OMol25
Level of theory: wB97M-V/def2-TZVPD

XYZ file:
```
20
Properties=species:S:1:pos:R:3:mulliken_charge:R:1
C -0.5334 2.5906 2.2135 -0.83
C 0.2007 1.7041 1.5182 0.10
N 0.0136 1.3259 0.2113 -0.14
N 1.0776 0.6566 -0.4260 -0.43
C 1.0663 -0.8244 -0.3163 -0.65
N -0.1529 -1.3112 -0.7573 0.22
C -1.2201 -1.0462 -0.0568 -0.08
C -0.2626 -2.0675 -1.9782 -0.91
H -0.2366 2.8688 3.2396 0.26
H -1.2989 3.0814 1.6799 0.28
H 0.8079 0.9379 2.0332 0.24
H -0.6005 1.8538 -0.4812 0.25
H 2.0600 1.0556 -0.1157 0.32
H 1.8858 -1.1167 -0.9494 0.45
H 1.3116 -1.1881 0.7766 0.31
H -2.2289 -0.9801 -0.5685 0.31
H -1.0540 -0.8045 1.0248 0.25
H 0.4285 -1.7268 -2.7347 0.37
H -0.0502 -3.1027 -1.7321 0.35
H -1.2139 -1.9065 -2.5811 0.34
```

Calculated values
- Charge: +1
- SMILES: C=CNNC[N+](=C)C
- Kohn-Sham gap (spin up / spin down): 7.13 / 7.13 eV
- ΔE to the lowest compared entry with this formula, charge and spin: 101.80 kcal per mole
- HOMO level (spin up / spin down): -12.11 / -12.11 eV

***

Entry 7:
Formula: ClHNO2S2
Source: OMol25
Level of theory: wB97M-V/def2-TZVPD

XYZ file:
```
7
Properties=species:S:1:pos:R:3:mulliken_charge:R:1
N -0.7044 -0.6060 2.1958 -0.51
O 0.0036 1.1012 -2.2225 -0.39
O -0.3614 -1.3071 -2.5668 -0.51
S -0.3782 0.0880 0.8449 0.02
S 0.4179 -0.2386 -1.8396 0.64
Cl 1.7998 0.8653 0.7310 -0.48
H -0.7773 0.0971 2.8572 0.22
```

Calculated values
- Charge: -1
- Kohn-Sham gap (spin up / spin down): 6.75 / 6.75 eV
- ΔE to the lowest compared entry with this formula, charge and spin: 19.21 kcal per mole
- HOMO level (spin up / spin down): -3.68 / -3.68 eV

***

Entry 8:
Formula: C2H10N3O
Source: OMol25
Level of theory: wB97M-V/def2-TZVPD

XYZ file:
```
16
Properties=species:S:1:pos:R:3:mulliken_charge:R:1
C 0.1625 2.1564 1.2068 -1.02
N -0.4132 1.1503 0.3393 -0.19
C 0.3122 0.1984 -0.2931 0.63
N -0.3570 -0.6307 -1.1145 -0.45
N 1.6151 0.1535 -0.0578 -0.32
H 0.1289 1.8265 2.2207 0.37
H 1.1483 2.5517 0.8676 0.38
H -0.3420 3.1019 1.0902 0.30
H -1.3678 0.9799 0.6586 0.28
H -1.1393 -1.2591 -0.6588 0.34
H 0.0884 -0.9096 -1.9766 0.27
H 2.2277 -0.4595 -0.5820 0.25
H 2.0749 0.8821 0.4793 0.17
H -2.0979 -3.6104 -0.7394 0.33
H -0.5782 -3.2516 -0.6815 0.32
O -1.4628 -2.8799 -0.7588 -0.66
```

Calculated values
- Charge: +1
- Kohn-Sham gap: 11.40 eV
- ΔE to the lowest compared entry with this formula, charge and spin: 29.15 kcal per mole
- HOMO level: -14.41 eV

***

Ordered maximum force results: 0.0391; 0.0087; 0.0447; 0.0150; 0.0194; 0.0881; 0.0711; 0.0518; unit Eh/bohr.